Here is a cluster of 3 separate species, C12H25FNO3 in total from OMol25. Energies are from the ωB97M-V functional and the def2-TZVPD basis.

Summary:
Max |F| = 3.01 eV/A
HOMO-LUMO gap = 8.85 eV
Electronic energy = -23187.358 eV
HOMO energy = -12.134 eV

Geometry as ORCA input:
```
! wB97M-V def2-TZVPD RIJCOSX def2/J DEFGRID3
* xyz 1 1
F 0.3785 0.3951 -0.7318
N -0.1277 -0.8186 -1.1395
C -1.4338 -1.0092 -0.4013
C -1.5680 -2.5826 0.1465
O -0.4613 -2.7290 1.1421
C 0.8476 -2.7001 0.4720
C 0.8738 -1.9402 -0.9796
H -0.3534 -0.7695 -2.1782
H -1.3781 -0.3185 0.5707
H -2.3468 -0.7153 -1.0963
H -1.5158 -3.3626 -0.7249
H -2.5945 -2.7200 0.7360
H 1.6097 -2.1874 1.2320
H 1.1747 -3.8386 0.3270
H 0.7279 -2.7084 -1.8813
H 1.9486 -1.4483 -1.1427
C 4.1670 2.0933 -1.4049
C 5.4614 1.8742 -2.1446
C 5.3986 0.3960 -2.4619
O 4.0119 0.0602 -2.6077
C 3.2241 1.1610 -2.1336
H 3.8280 3.1323 -1.4105
H 4.2768 1.7735 -0.3618
H 5.4605 2.4561 -3.0738
H 6.3489 2.1498 -1.5693
H 5.8033 -0.2044 -1.6403
H 5.9376 0.1409 -3.3789
H 2.7767 1.6512 -3.0052
H 2.4207 0.7900 -1.4913
C -4.9119 1.6059 2.9139
C -4.4330 0.2178 3.2524
C -3.8214 -0.2341 1.9442
O -3.3229 0.9409 1.2900
C -3.8301 2.0941 1.9756
H -5.0423 2.2509 3.7866
H -5.8696 1.5489 2.3829
H -3.6595 0.2712 4.0276
H -5.2254 -0.4471 3.6052
H -4.5733 -0.6874 1.2896
H -3.0065 -0.9495 2.0874
H -2.9995 2.5458 2.5289
H -4.2016 2.8216 1.2487
*
```

Here is the ion C8H13N2O3S with charge +1 from OMol25. Energies are from the ωB97M-V functional and the def2-TZVPD basis.

Summary:
Max |F| = 3.93 eV/A
HOMO-LUMO gap (alpha / beta) = 8.44 / 8.44 eV
Electronic energy = -28454.227 eV
SMILES = [H]/N=C1/C(CCO)=CC[C@H]([NH3+])C1=S(=O)=O
HOMO energy (alpha / beta) = -13.187 / -13.187 eV

Geometry as ORCA input:
```
! wB97M-V def2-TZVPD RIJCOSX def2/J DEFGRID3
* xyz 1 1
C -0.1060 1.6188 -0.8062
C 0.9241 0.7576 -0.6199
C 0.5726 -0.6781 -0.8982
C -0.8571 -1.1111 -0.9064
C -1.5668 1.2743 -1.1082
C -1.8286 -0.0770 -0.3117
C 2.2154 1.0683 -0.0130
C 2.3004 0.5169 1.4388
N 1.5122 -1.4492 -1.1771
N -1.6081 0.0767 1.0935
O -2.7223 -2.7744 -0.4032
O -0.8595 -3.6364 -1.9223
O 0.9923 0.4192 2.1058
S -1.4107 -2.6635 -1.0321
H 0.0844 2.6560 -0.6044
H -2.0178 2.1147 -0.7006
H -1.9645 1.2106 -2.1533
H -2.8158 -0.4210 -0.5370
H 2.3604 2.1567 -0.1276
H 3.0962 0.7537 -0.5743
H 3.1199 1.1909 2.0003
H 2.7779 -0.5051 1.2904
H 1.3518 -2.4443 -1.3600
H -2.0427 0.8676 1.6448
H -0.6286 0.2016 1.3058
H -1.9543 -0.8352 1.5216
H 1.0751 -0.2883 2.8544
*
```

Here is the molecule C3H3FS from OMol25. Energies are from the ωB97M-V functional and the def2-TZVPD basis.

Summary:
Max |F| = 2.85 eV/A
HOMO-LUMO gap (alpha / beta) = 8.65 / 8.65 eV
Electronic energy = -16710.826 eV
SMILES = C=CC(F)=S
HOMO energy (alpha / beta) = -9.649 / -9.648 eV

Geometry as ORCA input:
```
! wB97M-V def2-TZVPD RIJCOSX def2/J DEFGRID3
* xyz 0 1
C -0.4946 0.4966 1.1087
C 0.2160 0.4720 -0.0538
C 0.3938 -0.7148 -0.9039
F -0.3318 -1.8117 -0.3561
S 1.2187 -0.9503 -2.2519
H -0.6058 1.4094 1.6146
H -1.1692 -0.2832 1.3998
H 0.7729 1.3820 -0.5574
*
```

Here is the molecule C6H9FO3 from OMol25. Energies are from the ωB97M-V functional and the def2-TZVPD basis.

Summary:
Max |F| = 4.17 eV/A
HOMO-LUMO gap = 11.24 eV
Electronic energy = -15226.727 eV
SMILES = CC(C)[C@]1(F)COC(=O)O1
HOMO energy = -10.642 eV

Geometry as ORCA input:
```
! wB97M-V def2-TZVPD RIJCOSX def2/J DEFGRID3
* xyz 0 1
C -0.4124 -1.4838 -2.1101
C -0.1522 -1.8556 0.1575
C -0.5780 -0.4122 0.0777
C -0.2040 1.9532 -0.3115
C 0.9257 0.7434 1.6567
C 0.4717 0.6700 0.2186
O -0.6162 -1.9121 -3.1727
O 0.1901 -2.2390 -1.1093
O -0.9143 -0.3877 -1.6515
F -1.8434 -0.2244 0.5733
H 0.6629 -1.8143 0.8109
H -0.9047 -2.5782 0.5888
H -0.7074 2.4484 0.5004
H -0.8866 1.5943 -1.1246
H 0.5598 2.5693 -0.6351
H 1.1510 1.8261 1.7450
H 1.8181 0.2825 1.9501
H 0.1630 0.5042 2.3379
H 1.2770 0.3158 -0.5025
*
```

Here is a structure of composition C10H16ClI2NOPY from OMol25. Energies are from the ωB97M-V functional and the def2-TZVPD basis.

Summary:
Max |F| = 3.74 eV/A
HOMO-LUMO gap (alpha / beta) = 5.40 / 5.44 eV
Electronic energy = -53210.123 eV
HOMO energy (alpha / beta) = -16.395 / -16.389 eV

Geometry as ORCA input:
```
! wB97M-V def2-TZVPD RIJCOSX def2/J DEFGRID3
* xyz 2 1
I 0.2367 2.8005 -0.2826
I -0.0747 -2.6596 0.9300
Y -0.4711 -0.0694 -0.4712
P 2.3045 -0.3581 -0.9890
C 3.6491 -0.1514 0.2214
C 2.5336 -2.0097 -1.7316
H 1.8294 0.7791 -3.0590
H 3.5791 0.4511 -2.9173
H 2.8229 1.7932 -1.9829
C 2.6860 0.7749 -2.3680
H 1.6762 -2.2140 -2.3913
H 3.4553 -2.0575 -2.3260
H 4.6339 -0.3129 -0.2467
H 3.5049 -0.8793 1.0364
H 2.5477 -2.7705 -0.9405
H 3.5998 0.8707 0.6315
C 0.7349 0.3846 1.9961
O 1.1235 0.6168 3.0519
Cl -1.0407 -0.5930 -2.8322
C -6.2639 0.6869 2.3648
C -4.8589 0.5531 1.8750
C -4.5625 -0.3546 0.8649
C -3.2644 -0.4693 0.4002
N -2.2729 0.2864 0.9135
C -2.5326 1.1590 1.9130
C -3.8155 1.3166 2.3989
H -6.9494 0.9846 1.5552
H -6.6406 -0.2665 2.7683
H -6.3160 1.4423 3.1566
H -5.3509 -0.9578 0.4422
H -2.9913 -1.1667 -0.3919
H -1.6982 1.7491 2.2741
H -4.0209 2.0389 3.1756
*
```

Here is a structure of composition C2Br2O4S from OMol25. Energies are from the ωB97M-V functional and the def2-TZVPD basis.

Summary:
Max |F| = 1.77 eV/A
HOMO-LUMO gap = 9.50 eV
Electronic energy = -161182.647 eV
HOMO energy = -10.666 eV

Geometry as ORCA input:
```
! wB97M-V def2-TZVPD RIJCOSX def2/J DEFGRID3
* xyz 0 1
C -3.3558 -0.0607 1.1945
C 2.9452 0.4365 -0.3531
O -3.9449 -0.9502 1.5489
O 3.6860 0.3141 0.5451
O -0.3590 0.3369 0.3364
O -1.9405 -1.2878 -0.5371
S -1.5740 0.0987 -0.3944
Br 2.3753 2.1175 -1.0252
Br 2.1677 -1.0051 -1.3151
*
```